Density functional theory data (ωB97M-V/def2-TZVPD) for 2 unconnected molecules or ions with the total composition C5H12O in a non-equilibrium geometry.

CARTESIAN COORDINATES (ANGSTROEM)
C: 1.680 0.815 0.955
O: 0.995 1.924 1.204
C: 1.386 0.326 -0.509
C: -0.071 0.485 -0.903
C: -0.993 -0.338 0.108
C: -1.569 -1.644 -0.350
H: 2.774 0.843 1.159
H: 1.252 0.134 1.605
H: -0.782 1.363 1.144
H: 2.003 1.041 -1.047
H: 1.749 -0.665 -0.672
H: -0.302 1.543 -0.766
H: -0.458 0.240 -1.893
H: -0.516 -0.383 1.111
H: -1.906 0.318 0.362
H: -0.830 -2.434 -0.557
H: -2.115 -1.522 -1.323
H: -2.297 -2.048 0.373

Output
LUMO   -1.2 eV
E   -272.73525 Eh
Kohn-Sham gap   7.9016 eV
Energy above the lowest of the compared OMol25 structures with the same formula, charge and spin   5.807 eV
HOMO energy   -9.13 eV
Multiplicity   1

=====

Density functional theory data (ωB97M-V/def2-TZVPD) for C5H12O in the gas phase.

CARTESIAN COORDINATES (ANGSTROEM)
C: 1.978 -0.072 -0.527
C: 0.768 -0.696 0.166
C: -0.540 0.070 -0.078
C: -1.718 -0.745 0.476
C: -0.388 1.480 0.530
O: -0.743 0.233 -1.486
H: 1.695 0.267 -1.528
H: 2.785 -0.804 -0.624
H: 2.378 0.792 0.015
H: 0.930 -0.757 1.251
H: 0.629 -1.727 -0.187
H: -1.773 -0.715 1.568
H: -1.600 -1.796 0.180
H: -2.671 -0.394 0.065
H: 0.522 1.529 1.140
H: -1.224 1.770 1.173
H: -0.278 2.221 -0.267
H: -0.750 -0.657 -1.867

Output
LUMO   0.9 eV
E   -272.94168 Eh
Kohn-Sham gap   11.0926 eV
Energy above the lowest of the compared OMol25 structures with the same formula, charge and spin   0.190 eV
HOMO energy   -10.15 eV
Multiplicity   1

=====

Density functional theory data (ωB97M-V/def2-TZVPD) for C5H12O in the gas phase.

CARTESIAN COORDINATES (ANGSTROEM)
C: -1.461 1.294 -0.266
C: -0.616 0.193 0.376
C: -1.134 -1.188 -0.029
C: 0.858 0.397 0.003
C: 1.808 -0.631 0.622
O: 0.930 0.325 -1.416
H: -1.114 2.289 0.040
H: -1.385 1.232 -1.356
H: -2.515 1.200 0.017
H: -0.686 0.289 1.470
H: -0.624 -1.998 0.505
H: -2.205 -1.271 0.190
H: -0.994 -1.345 -1.103
H: 1.139 1.416 0.326
H: 2.849 -0.288 0.575
H: 1.730 -1.559 0.050
H: 1.578 -0.848 1.672
H: 1.842 0.495 -1.676

Output
LUMO   0.9 eV
E   -272.94430 Eh
Kohn-Sham gap   11.1668 eV
Energy above the lowest of the compared OMol25 structures with the same formula, charge and spin   0.119 eV
HOMO energy   -10.24 eV
Multiplicity   1

=====

Density functional theory data (ωB97M-V/def2-TZVPD) for 2 unconnected molecules or ions with the total composition C5H12O in a non-equilibrium geometry.

CARTESIAN COORDINATES (ANGSTROEM)
C: 1.306 2.544 1.313
C: 1.270 2.254 -0.015
C: 1.297 3.350 -1.005
C: 0.000 0.000 0.000
C: 1.083 0.887 -0.690
H: 1.389 3.562 1.709
H: 1.100 1.736 2.025
H: 1.194 4.383 -0.632
H: 0.485 3.154 -1.726
H: 2.263 3.260 -1.530
H: 0.356 -0.559 0.882
H: -0.442 -0.715 -0.714
H: -0.784 0.705 0.323
H: 2.038 0.340 -0.812
H: 0.626 0.994 -1.693
O: 4.076 8.099 2.799
H: 4.184 7.763 1.881
H: 4.166 9.075 2.719

Output
LUMO   0.8 eV
E   -272.90408 Eh
Kohn-Sham gap   9.9254 eV
Energy above the lowest of the compared OMol25 structures with the same formula, charge and spin   1.213 eV
HOMO energy   -9.11 eV
Multiplicity   1

=====

Density functional theory data (ωB97M-V/def2-TZVPD) for C5H12O in the gas phase in a non-equilibrium geometry.

CARTESIAN COORDINATES (ANGSTROEM)
C: 1.900 -0.460 -0.806
C: 0.893 -0.770 0.249
C: -0.676 0.228 -0.061
C: -1.744 -0.760 0.414
C: -0.513 1.467 0.825
O: -0.755 0.553 -1.396
H: 2.236 -1.289 -1.429
H: 2.710 0.212 -0.512
H: 1.356 0.212 -1.737
H: 1.136 -0.409 1.252
H: 0.560 -1.816 0.249
H: -1.446 -1.151 1.397
H: -1.813 -1.593 -0.292
H: -2.743 -0.320 0.522
H: -0.398 1.177 1.876
H: -1.354 2.171 0.757
H: 0.389 2.001 0.505
H: 0.261 0.546 -1.814

Output
LUMO   0.9 eV
E   -272.87309 Eh
Kohn-Sham gap   10.3059 eV
Energy above the lowest of the compared OMol25 structures with the same formula, charge and spin   2.056 eV
HOMO energy   -9.36 eV
Multiplicity   1

=====

Density functional theory data (ωB97M-V/def2-TZVPD) for 2 unconnected molecules or ions with the total composition C5H12O2 in a non-equilibrium geometry.

CARTESIAN COORDINATES (ANGSTROEM)
C: 2.210 0.390 1.330
C: 0.695 0.383 1.096
C: 0.339 -0.267 -0.249
O: 0.844 -1.593 -0.316
C: -1.138 -0.375 -0.591
C: -1.591 -0.511 -1.839
O: -1.934 -0.328 0.504
H: 2.622 -0.620 1.243
H: 2.726 1.023 0.598
H: 2.455 0.772 2.327
H: 0.195 -0.172 1.901
H: 0.300 1.405 1.136
H: 0.843 0.290 -1.050
H: 0.442 -2.059 0.430
H: -1.246 1.911 -0.717
H: -2.656 -0.523 -2.063
H: -1.377 1.436 -1.306
H: -0.890 -0.641 -2.652
H: -2.838 -0.523 0.218

Output
LUMO   0.8 eV
E   -348.10142 Eh
Kohn-Sham gap   9.4894 eV
Energy above the lowest of the compared OMol25 structures with the same formula, charge and spin   2.814 eV
HOMO energy   -8.71 eV
Multiplicity   1